C72H162CdN6O24 | ωB97M-V/def2-TZVPD

Summary:
- HOMO energy: -0.2904 hartree
- Orbital gap: 8.018 eV
- 2S+1: 1

```
265
Properties=species:S:1:pos:R:3:lowdin_charge:R:1
Cd 0.29633 3.15310 -3.12248 1.450
C -0.17574 7.15228 -2.98469 0.015
C -0.23845 5.65512 -3.20423 -0.734
O -0.73219 4.89850 -2.34647 -0.120
O 0.17787 5.08960 -4.23767 -0.097
H 0.85292 7.43071 -2.75568 0.076
H -0.87965 7.47913 -2.21932 0.073
H -0.48647 7.68490 -3.88350 0.083
C -0.51631 -0.00937 -0.40392 0.046
C -0.11922 1.12795 -1.36629 -0.681
O 0.71103 1.05457 -2.29188 -0.103
O -0.50932 2.29825 -1.14180 -0.095
H 0.38282 -0.27418 0.15245 0.078
H -0.90506 -0.81174 -1.03095 0.068
H -1.36358 0.17873 0.25551 0.069
C -2.81653 6.27003 0.72598 -0.258
C -3.02488 4.87893 1.27069 -0.239
O -1.96491 3.96846 1.18095 -0.067
O -2.76717 6.30372 -0.65911 -0.050
H -1.91172 6.63889 1.20906 0.112
H -3.56458 6.98837 1.06140 0.125
H -3.88970 4.44524 0.76860 0.110
H -3.43254 4.90032 2.28136 0.130
H -1.65766 3.79877 0.28742 0.073
H -2.07360 5.70192 -0.93910 0.035
C 2.60500 -4.09202 -1.24788 -0.247
C 2.33738 -5.57414 -1.09081 -0.274
O 3.27944 -6.19889 -0.30989 -0.044
O 3.71734 -3.83925 -2.10500 -0.070
H 2.82089 -3.73539 -0.24075 0.112
H 1.73843 -3.53417 -1.60280 0.092
H 2.30561 -6.01787 -2.08589 0.119
H 1.37080 -5.61978 -0.58906 0.110
H 4.19063 -6.00589 -0.54247 0.093
H 3.74551 -2.88190 -2.17038 0.023
C -2.81687 2.14203 -3.99859 -0.159
C -3.71945 3.39871 -4.06656 -0.219
O -3.92547 3.61700 -5.45543 -0.061
O -1.42619 2.53393 -4.26754 -0.156
H -3.21118 1.43462 -4.72811 0.117
H -2.97272 1.70637 -3.01167 0.105
H -3.33697 4.27778 -3.54788 0.117
H -4.68559 3.29559 -3.57256 0.115
H -4.55971 4.33294 -5.53778 0.090
H -1.56236 2.89571 -5.14628 0.089
C 3.37938 0.08085 -0.11132 -0.235
C 3.96934 -0.59603 -1.35567 -0.190
O 2.89731 -1.21591 -2.04452 -0.087
O 2.91421 1.36052 -0.43535 -0.067
H 4.13795 0.27248 0.64760 0.102
H 2.64568 -0.56801 0.36698 0.112
H 4.78052 -1.29758 -1.16096 0.126
H 4.40425 0.17769 -1.98837 0.117
H 2.31749 -0.51157 -2.34339 0.060
H 2.24393 1.21491 -1.10700 0.025
C 1.98532 7.19837 1.65335 -0.214
C 2.35221 6.76997 0.20656 -0.140
O 2.69382 5.33238 0.02297 -0.092
O 0.80566 6.56528 2.16299 -0.055
H 1.89771 8.28155 1.73788 0.120
H 2.82545 6.96373 2.30697 0.108
H 3.10473 7.44245 -0.20524 0.117
H 1.51323 7.02201 -0.44205 0.098
H 2.13106 4.75113 0.53974 0.037
H 0.80898 5.64898 1.87665 0.051
C 3.12093 3.93815 -3.00283 -0.249
C 3.07143 2.83547 -4.11447 -0.131
O 1.71857 2.70188 -4.70221 -0.145
O 2.14565 3.82212 -2.04966 -0.134
H 3.04955 4.94454 -3.41535 0.121
H 4.05913 4.02138 -2.45424 0.125
H 3.32207 1.88718 -3.63907 0.105
H 3.91660 3.09043 -4.75384 0.127
H 1.85684 2.92150 -5.62647 0.105
H 2.44104 4.39481 -1.33806 0.039
C 1.26244 2.46004 2.36095 -0.181
C 0.05228 1.69197 3.03258 -0.167
O -1.13203 2.52948 3.27738 -0.079
O 1.07923 3.32371 1.21242 -0.083
H 2.04874 1.73827 2.13985 0.086
H 1.66879 3.12605 3.12215 0.118
H 0.43401 1.24046 3.94828 0.108
H -0.22376 0.85688 2.38873 0.081
H -1.38049 2.99220 2.47379 0.006
H 0.53103 2.78644 0.63587 0.047
C 4.58818 3.05624 1.84312 -0.025
C 6.05715 3.41568 1.38272 -0.436
C 5.96964 4.92336 0.94224 -0.138
C 7.28289 5.65527 0.85018 -0.205
C 7.98109 5.53818 2.20548 -0.127
C 8.19886 4.03112 2.62040 -0.493
N 6.97241 3.24284 2.55181 -0.095
O 7.06685 1.90655 3.05015 -0.011
C 9.40160 3.40055 1.89792 -0.035
C 8.63615 4.07445 4.12426 -0.051
C 6.43843 2.56570 0.16955 -0.022
H 4.53822 2.05760 2.27707 0.064
H 3.88090 3.13571 1.01757 0.058
H 4.33503 3.77380 2.62359 0.086
H 5.53200 5.05924 -0.04676 0.114
H 5.56687 5.56397 1.72678 0.116
H 7.10684 6.71121 0.64503 0.113
H 7.99607 5.23833 0.13909 0.104
H 7.44222 6.00783 3.02837 0.117
H 8.97295 5.98338 2.12725 0.114
H 9.30625 3.38344 0.81224 0.064
H 10.19871 4.09190 2.17134 0.080
H 9.62466 2.38373 2.22107 0.083
H 9.40416 4.78035 4.44045 0.083
H 7.75760 4.12669 4.76733 0.079
H 8.95700 3.07179 4.40682 0.068
H 6.50055 1.49863 0.38313 0.083
H 7.36848 2.96242 -0.23753 0.068
H 5.70008 2.66576 -0.62601 0.069
H 6.29191 1.80181 3.60701 0.059
C 2.36734 -3.95853 -6.78986 -0.043
C 0.98059 -3.56250 -6.19364 -0.456
C 1.16140 -3.55908 -4.65149 -0.125
C -0.00672 -2.85124 -3.92500 -0.141
C -0.19367 -1.41009 -4.52493 -0.110
C -0.47004 -1.47453 -6.03104 -0.492
N 0.62169 -2.19655 -6.74836 -0.106
O 0.45863 -2.16786 -8.12455 -0.006
C -1.86417 -2.05883 -6.30412 -0.026
C -0.46446 -0.03464 -6.49118 -0.037
C 0.00328 -4.69476 -6.54635 -0.038
H 2.46701 -4.17755 -7.85297 0.078
H 2.72199 -4.86792 -6.30476 0.079
H 3.15238 -3.25353 -6.51638 0.079
H 1.13942 -4.60926 -4.36039 0.114
H 2.13428 -3.16385 -4.35928 0.109
H 0.16068 -2.79913 -2.84919 0.087
H -0.91654 -3.43777 -4.05268 0.093
H 0.69045 -0.78584 -4.39555 0.109
H -1.00592 -1.01803 -3.91284 0.092
H -2.15518 -2.33463 -7.31770 0.098
H -2.11110 -2.92204 -5.68607 0.044
H -2.69211 -1.36146 -6.17646 0.066
H -1.21284 0.53395 -5.93916 0.070
H 0.54343 0.34856 -6.33172 0.082
H -0.62478 0.04637 -7.56628 0.086
H 0.42322 -5.68192 -6.35330 0.086
H -0.10865 -4.66426 -7.63016 0.082
H -1.00817 -4.66997 -6.14083 0.070
H 0.96843 -1.36994 -8.28276 0.101
C 4.21993 -2.92404 3.10461 -0.028
C 3.81073 -1.98196 4.22184 -0.483
C 3.01333 -2.72764 5.34802 -0.088
C 2.83167 -1.88781 6.67256 -0.171
C 4.16884 -1.52445 7.18106 -0.174
C 4.96846 -0.70531 6.16006 -0.501
N 4.99113 -1.37884 4.87262 -0.085
O 5.84579 -0.68011 3.95601 -0.017
C 4.54701 0.77644 6.24493 -0.026
C 6.43429 -0.72759 6.72429 -0.039
C 2.95343 -0.86336 3.66565 -0.026
H 5.09470 -3.55657 3.25555 0.087
H 4.47011 -2.55306 2.11069 0.072
H 3.47130 -3.66182 2.81592 0.074
H 2.03429 -2.87968 4.89364 0.072
H 3.33233 -3.75738 5.50920 0.120
H 2.18095 -2.35389 7.41245 0.114
H 2.29916 -0.96656 6.43627 0.097
H 4.66751 -2.48355 7.32084 0.123
H 4.15765 -1.02260 8.14860 0.127
H 4.94118 1.18081 7.17725 0.086
H 4.96822 1.28087 5.37531 0.070
H 3.47944 0.97913 6.33040 0.072
H 6.64739 -0.66054 7.79116 0.084
H 6.87684 -1.66608 6.39041 0.084
H 6.95036 0.13205 6.29675 0.073
H 1.97487 -1.16305 3.29054 0.084
H 3.53276 -0.41171 2.86037 0.063
H 2.77818 -0.11518 4.43871 0.070
H 6.69502 -1.12734 3.93606 0.104
C -1.06847 -2.65221 3.70333 0.002
C -1.12225 -4.14638 3.10419 -0.446
C -1.82813 -5.01846 4.15913 -0.146
C -2.25868 -6.33461 3.60374 -0.199
C -3.22598 -6.04608 2.49322 -0.138
C -2.64517 -5.18122 1.28755 -0.455
N -1.94268 -4.02583 1.91659 -0.118
O -1.49239 -3.08320 1.00458 -0.030
C -1.80115 -6.19744 0.52135 -0.028
C -3.82094 -4.59874 0.45577 -0.027
C 0.32158 -4.66108 2.83538 -0.005
H -1.95005 -2.26972 4.21774 0.074
H -0.75874 -1.94052 2.93803 0.058
H -0.24382 -2.56084 4.41023 0.059
H -1.10085 -5.20343 4.94967 0.127
H -2.70185 -4.49270 4.54420 0.114
H -2.70516 -7.01894 4.32516 0.119
H -1.36236 -6.83200 3.23318 0.098
H -4.08468 -5.46011 2.82090 0.110
H -3.62940 -6.97989 2.10162 0.115
H -2.41452 -7.00154 0.11477 0.089
H -1.35743 -5.64466 -0.30669 0.076
H -0.98889 -6.57423 1.14293 0.071
H -3.35654 -3.91517 -0.25498 0.049
H -4.48105 -5.31435 -0.03440 0.095
H -4.38211 -3.88654 1.06072 0.065
H 0.42358 -5.73993 2.95273 0.074
H 1.01348 -4.22980 3.55882 0.052
H 0.64717 -4.41906 1.82368 0.077
H -1.87613 -2.24075 1.25877 0.066
C -7.43068 -2.99296 -4.89959 -0.020
C -6.20040 -1.97768 -5.13814 -0.440
C -6.68621 -0.56817 -4.84765 -0.150
C -6.74660 -0.10507 -3.39180 -0.163
C -5.50585 -0.41549 -2.57187 -0.130
C -4.94344 -1.81233 -2.78566 -0.481
N -5.00325 -2.20797 -4.21044 -0.101
O -4.37694 -3.43433 -4.55628 -0.025
C -3.48258 -1.83302 -2.32745 -0.021
C -5.77852 -2.83071 -1.99207 -0.013
C -5.69787 -2.13736 -6.60200 -0.032
H -8.11156 -2.81661 -4.06687 0.067
H -6.99221 -3.96660 -4.68082 0.068
H -7.97066 -3.08577 -5.84188 0.071
H -6.12014 0.10060 -5.49604 0.112
H -7.70587 -0.55494 -5.23265 0.116
H -7.63307 -0.53243 -2.92314 0.104
H -7.03849 0.94509 -3.38393 0.110
H -5.87064 -0.32086 -1.54909 0.100
H -4.78446 0.40152 -2.55801 0.099
H -2.83698 -1.29847 -3.02427 0.066
H -3.50204 -1.36551 -1.34299 0.068
H -2.97930 -2.79339 -2.21567 0.082
H -6.84287 -2.62799 -1.87307 0.081
H -5.68460 -3.80808 -2.46537 0.085
H -5.35137 -2.91087 -0.99246 0.056
H -5.42510 -3.16826 -6.82771 0.082
H -4.81072 -1.51229 -6.70370 0.063
H -6.43775 -1.86527 -7.35476 0.084
H -3.49694 -3.09212 -4.72977 0.042
C -6.35181 -0.73751 5.91657 -0.038
C -6.09312 -0.90457 4.41669 -0.470
C -7.46105 -1.01759 3.64991 -0.148
C -7.33110 -1.00773 2.13022 -0.162
C -6.58221 0.28804 1.71582 -0.127
C -5.20017 0.52284 2.35695 -0.489
N -5.32962 0.23172 3.80276 -0.106
O -4.14973 0.44244 4.44689 -0.003
C -4.25566 -0.40015 1.59317 -0.033
C -4.82696 1.95936 2.11694 -0.031
C -5.46436 -2.31309 4.26655 -0.038
H -7.02996 -1.48883 6.32121 0.087
H -5.42221 -0.84237 6.47600 0.081
H -6.83904 0.23665 5.95772 0.087
H -7.97001 -1.95952 3.85441 0.111
H -8.18401 -0.24339 3.90690 0.115
H -6.73571 -1.89028 1.89630 0.092
H -8.28246 -1.19312 1.63158 0.112
H -7.21129 1.17446 1.63443 0.114
H -6.38551 0.18903 0.64830 0.090
H -3.24737 -0.23312 1.97206 0.074
H -4.06183 -0.23775 0.53291 0.067
H -4.38371 -1.47527 1.71897 0.060
H -3.92649 2.35384 2.58772 0.072
H -5.68015 2.56607 2.42040 0.095
H -4.47806 2.12548 1.09774 0.087
H -4.52702 -2.32037 4.82281 0.070
H -6.13484 -3.09786 4.61685 0.091
H -5.13070 -2.44701 3.23755 0.047
H -4.38886 1.12397 5.07930 0.112
```